The following is a quantum chemistry calculation of a 2-piece molecular cluster, C30H37N6 overall, from the OMol25 dataset.

* energy relative to the best compared isomer or geometry (same formula, charge and spin): 184.00 kJ/mol
* E_HOMO: -0.3548 hartree

The geometry in ORCA input format:
```
! wB97M-V def2-TZVPD RIJCOSX def2/J DEFGRID3
* xyz 1 1
N 0.92 8.48 1.92
N 1.67 7.62 3.76
N -5.43 -1.60 2.56
N 4.99 -1.60 2.53
N 0.25 5.09 4.50
N 1.32 7.36 2.47
C -0.22 0.63 2.51
C -6.04 -2.08 1.33
C -3.00 -1.91 2.79
C -0.24 3.86 5.03
C -6.02 -2.18 3.75
C 2.56 -1.91 2.31
C 1.05 0.01 2.46
C 1.04 5.87 5.40
C 0.95 9.48 2.86
C -0.02 13.11 3.24
C -0.41 12.38 0.95
C 0.48 10.82 2.58
C -1.73 -1.37 2.89
C 5.61 -2.16 1.34
C 2.17 6.59 4.66
C 1.44 8.92 4.04
C 0.43 11.84 3.58
C -1.49 0.01 2.60
C 3.47 0.32 2.66
C 0.46 3.72 6.41
C 1.47 4.89 6.50
C -2.64 0.83 2.42
C -3.91 0.31 2.39
C -4.13 -1.08 2.57
C 1.29 -1.37 2.20
C -0.44 13.40 1.93
C 0.04 11.11 1.28
C 2.20 0.84 2.63
C 3.69 -1.08 2.51
C 5.56 -2.11 3.77
H -1.33 3.85 5.15
H 5.42 -3.24 1.27
H -5.87 -3.17 1.20
H 1.60 9.38 5.00
H 2.74 5.86 4.08
H -0.74 12.59 -0.07
H 0.97 2.76 6.50
H 0.41 6.66 5.88
H -0.91 -2.01 3.23
H 0.06 10.30 0.54
H -4.78 0.95 2.25
H 0.01 3.01 4.37
H -5.63 -1.68 4.65
H -5.64 -1.55 0.46
H 2.71 -2.99 2.25
H 6.65 -1.96 3.74
H 5.24 -1.66 0.44
H 2.48 4.53 6.26
H 0.08 5.39 3.54
H 5.37 -3.20 3.87
H 1.47 5.38 7.48
H -0.05 13.89 4.00
H -7.13 -1.92 1.39
H 2.04 1.92 2.74
H 0.47 -2.02 1.89
H 4.34 0.96 2.78
H -0.29 3.83 7.20
H -2.48 1.91 2.29
H -0.23 1.72 2.44
H -0.79 14.40 1.67
H 2.82 7.10 5.38
H -3.15 -2.99 2.87
H -5.82 -3.26 3.81
H 6.70 -2.01 1.42
H -7.11 -2.03 3.70
H 0.75 11.60 4.59
H 5.14 -1.59 4.63
*
```

=====

The following is a quantum chemistry calculation of C30H38ClCsN8O4 as an isolated structure, from the OMol25 dataset.

* energy relative to the best compared isomer or geometry (same formula, charge and spin): 90.46 kJ/mol
* E_HOMO: -0.2987 hartree

The geometry in ORCA input format:
```
! wB97M-V def2-TZVPD RIJCOSX def2/J DEFGRID3
* xyz 0 1
Cs 0.35 -0.21 0.13
Cl 1.10 2.52 6.52
O 0.66 -1.90 6.09
O -0.54 -1.66 2.29
O 1.60 -2.01 2.91
O 2.09 -0.50 7.03
N -1.82 1.30 -3.62
N 0.20 1.70 -2.51
N 3.51 1.81 1.75
N 0.27 1.05 3.05
N -0.34 2.61 -4.70
N 0.50 2.06 3.93
N 3.13 3.97 1.41
N 2.23 2.30 -0.13
C 0.94 0.18 5.01
C 0.88 1.55 5.12
C 0.52 -1.42 2.92
C -1.15 -2.66 -2.24
C 0.92 2.52 -5.42
C 0.68 -3.41 -0.89
C 0.53 -0.08 3.68
C -2.45 0.78 -2.43
C 4.20 3.94 2.38
C 1.62 3.19 -1.09
C 1.11 -2.00 -2.81
C -0.55 1.86 -3.53
C -0.68 -3.37 -1.14
C 2.07 -1.26 -3.70
C -1.04 4.93 2.21
C 1.19 -0.84 6.07
C 1.57 -2.72 -1.71
C -0.26 -1.97 -3.06
C -1.54 2.51 -5.53
C -2.60 2.10 -4.54
C 0.26 3.39 3.52
C -0.79 3.63 2.64
C 3.72 0.41 1.46
C 2.90 2.70 0.89
C 0.79 5.73 3.54
C -0.26 5.98 2.67
C 1.07 4.44 3.95
C 4.27 2.46 2.78
C 1.42 2.52 -2.45
C 2.81 5.24 0.82
H 5.15 4.28 1.94
H 4.70 0.23 0.99
H 3.83 2.28 3.77
H 1.06 -3.97 -0.04
H 2.89 6.00 1.59
H -1.37 -3.90 -0.50
H 5.30 2.09 2.80
H 1.53 1.68 -5.08
H -1.79 0.02 -2.03
H 1.78 5.26 0.46
H 3.97 4.59 3.23
H 1.51 3.44 -5.33
H 1.91 4.24 4.60
H 1.41 6.55 3.89
H -1.41 1.74 -6.30
H 3.63 -0.18 2.37
H -0.63 -1.39 -3.90
H 3.03 -1.12 -3.21
H 2.63 -2.76 -1.50
H 1.66 -0.27 -3.95
H -1.40 2.80 2.31
H -1.86 5.11 1.53
H 3.49 5.51 0.00
H 0.64 3.54 -0.75
H 2.45 0.38 6.87
H -2.63 1.55 -1.67
H 2.31 1.92 -2.67
H -3.05 2.97 -4.03
H -2.21 -2.62 -2.45
H 2.24 -1.80 -4.64
H 2.95 0.08 0.78
H -3.40 1.51 -4.99
H 0.70 2.38 -6.48
H -3.39 0.31 -2.72
H 2.23 4.07 -1.29
H -1.76 3.46 -6.02
H -0.47 6.99 2.34
H 1.36 3.33 -3.18
*
```

=====

The following is a quantum chemistry calculation of C30H38ClN5O4Pt as an isolated structure, from the OMol25 dataset.

* energy relative to the best compared isomer or geometry (same formula, charge and spin): 3.94 kJ/mol
* expectation value of S²: 2.01
* E_HOMO (alpha / beta): -0.2482 / -0.3077 hartree

The geometry in ORCA input format:
```
! wB97M-V def2-TZVPD RIJCOSX def2/J DEFGRID3
* xyz 0 3
Pt 2.07 -1.11 -0.62
Cl 1.02 7.16 -2.89
O 1.86 -2.57 -3.24
O -5.22 1.39 -1.10
O 2.07 1.90 -0.27
O 2.06 -4.49 0.86
N -2.34 -0.79 -0.75
N 1.97 -3.22 -1.06
N 4.41 -1.39 -0.30
N -2.19 -1.80 0.13
N -0.23 -1.30 -0.81
C -4.69 2.44 1.65
C 3.44 -1.61 1.94
C 1.75 -5.57 -1.30
C 1.52 -0.66 3.70
C 0.23 4.59 -2.68
C -0.40 3.54 -2.03
C 1.29 -0.60 2.33
C 1.83 -3.45 -2.40
C 1.66 -4.93 -2.68
C 5.05 -2.11 -1.39
C -4.00 1.14 -0.39
C -5.44 0.08 1.41
C -0.35 6.04 -0.85
C -3.64 -0.21 -1.05
C -4.29 1.06 1.14
C -1.16 -0.52 -1.31
C 2.24 -1.09 1.44
C 0.24 5.83 -2.08
C -0.91 -2.08 0.07
C -1.72 2.58 -0.10
C -0.97 4.98 -0.21
C 1.95 -4.40 -0.35
C 2.06 0.84 -0.70
C -3.09 0.56 1.96
C -3.04 2.28 -0.83
C 2.70 -1.18 4.19
C 5.05 -0.09 -0.11
C -1.01 3.72 -0.79
C 3.66 -1.65 3.31
C 4.43 -2.17 0.96
H 0.86 -6.12 -1.00
H -6.33 0.32 0.83
H 0.36 -0.18 1.96
H -2.18 1.13 1.81
H -3.35 0.64 3.02
H 0.76 -0.29 4.39
H 4.95 -1.55 -2.32
H -4.37 -0.97 -0.81
H -5.56 2.25 -0.82
H -4.96 2.37 2.71
H 0.70 -5.08 -3.17
H -5.57 2.85 1.14
H 6.12 -0.22 0.11
H -1.90 2.86 0.93
H 4.57 -3.08 -1.52
H -5.70 0.12 2.47
H -1.07 1.71 -0.06
H 4.94 0.51 -1.01
H 4.60 -2.06 3.69
H 0.71 4.44 -3.64
H -0.44 -2.84 0.67
H 6.12 -2.26 -1.18
H -5.15 -0.94 1.18
H -1.03 0.24 -2.07
H 2.88 -1.22 5.26
H -2.85 2.13 -1.89
H -0.32 7.02 -0.40
H -3.68 -0.06 -2.13
H -3.88 3.16 1.56
H 5.45 -2.16 1.38
H 4.17 -3.20 0.71
H -2.87 -0.49 1.76
H 2.60 -6.25 -1.18
H -3.62 3.21 -0.79
H 4.57 0.43 0.72
H 2.43 -5.26 -3.38
H -1.43 5.14 0.76
H -0.40 2.56 -2.49
*
```

=====

The following is a quantum chemistry calculation of C30H38F5GaN7O2S2 as an isolated structure, from the OMol25 dataset.

* E_HOMO: -0.2158 hartree

The geometry in ORCA input format:
```
! wB97M-V def2-TZVPD RIJCOSX def2/J DEFGRID3
* xyz -1 1
Ga 4.73 1.31 -0.75
S 6.11 -0.02 0.56
S 2.65 1.33 0.37
F -0.83 0.30 -1.58
F -0.45 0.48 0.69
F 1.84 0.65 -2.16
F 0.62 -1.15 -0.56
F 0.81 2.44 -1.23
O 2.66 0.23 1.41
O 2.56 2.66 1.11
N -2.42 -2.04 1.28
N 6.64 -3.08 2.48
N -4.75 -3.79 -2.05
N -9.45 -5.85 -2.35
N 4.02 5.99 -2.64
N 5.77 6.25 2.27
N 0.11 4.52 2.38
C -5.85 -4.39 -2.61
C 5.21 5.01 2.08
C -9.13 -8.04 -2.32
C 1.33 1.15 -0.94
C -4.27 -4.14 -4.19
C -4.21 -3.36 1.36
C 0.33 5.39 3.41
C -1.22 4.18 2.35
C 6.96 -4.04 3.40
C -3.71 -2.19 0.83
C 0.13 0.16 -0.55
C -3.18 -3.93 2.15
C 5.84 -4.30 4.15
C 3.78 6.10 -3.98
C -0.87 5.61 4.05
C -2.10 -3.09 2.09
C -5.58 -4.61 -3.94
C -1.85 4.84 3.38
C 5.33 -2.72 2.63
C 4.80 -3.46 3.66
C 3.45 4.83 -2.17
C 3.70 6.59 1.57
C 3.04 5.02 -4.38
C -3.78 -3.64 -3.01
C -9.36 -7.64 -3.66
C -9.20 -6.91 -1.53
C 2.83 4.21 -3.23
C 4.85 7.22 1.96
C -9.55 -6.28 -3.65
C 3.92 5.20 1.64
H 6.71 6.42 2.58
H 7.96 -4.45 3.45
H -5.20 -3.76 1.19
H -4.16 -1.46 0.18
H -3.74 -4.16 -5.13
H 5.37 2.77 -0.88
H -8.95 -9.04 -1.96
H 3.22 4.41 1.40
H 2.69 4.82 -5.38
H 3.79 -3.40 4.03
H 4.54 6.64 -2.08
H 5.77 4.11 2.28
H -1.60 3.50 1.60
H 2.79 7.09 1.26
H -9.54 -4.89 -2.05
H -1.02 6.25 4.91
H 3.54 4.56 -1.13
H -2.90 4.78 3.61
H 5.10 8.26 2.05
H 7.20 -0.40 -0.20
H -9.08 -6.78 -0.47
H -6.25 -5.07 -4.65
H 4.51 0.75 -2.22
H 4.15 6.95 -4.54
H 5.77 -5.01 4.96
H 0.81 4.18 1.74
H -9.38 -8.27 -4.53
H -9.76 -5.59 -4.45
H -3.23 -4.85 2.71
H 2.29 3.28 -3.18
H 1.32 5.78 3.60
H 7.27 -2.70 1.79
H -2.83 -3.19 -2.76
H -1.81 -1.27 1.05
H -4.67 -3.51 -1.09
H -1.12 -3.16 2.54
H 4.89 -1.97 2.00
H -6.73 -4.60 -2.02
*
```

=====

The following is a quantum chemistry calculation of C30H38MoN6P as an isolated structure, from the OMol25 dataset.

* expectation value of S²: 2.04
* E_HOMO (alpha / beta): -0.6161 / -0.6212 hartree

The geometry in ORCA input format:
```
! wB97M-V def2-TZVPD RIJCOSX def2/J DEFGRID3
* xyz 3 3
Mo -0.22 -0.46 -0.63
P 0.66 -0.22 1.68
N -0.07 -0.74 -2.62
N -0.36 3.14 -0.02
N 0.77 -1.91 -4.57
N 1.14 -2.73 -2.56
N -1.19 1.22 -1.14
N -2.52 3.08 -0.50
C 3.21 -1.20 1.41
C -0.82 0.31 -3.36
C 1.06 2.99 -0.29
C -2.90 -1.94 2.79
C -1.50 -1.52 0.45
C 1.98 -1.35 2.07
C -2.35 4.42 0.08
C -0.64 2.91 3.90
C -3.39 -2.44 1.58
C 0.56 -1.02 -5.71
C -1.86 0.93 -2.42
C 4.10 -3.02 2.69
C -2.70 -2.22 0.39
C 0.51 3.25 4.62
C 0.58 -1.74 -3.27
C 2.88 -3.18 3.34
C -0.86 4.45 0.44
C -3.84 2.49 -0.68
C -0.60 1.87 2.99
C -1.71 -1.23 2.84
C -1.36 2.44 -0.57
C 1.44 -3.20 -4.83
C 1.82 -2.34 3.04
C 1.02 -2.90 -1.14
C 4.27 -2.04 1.73
C 1.73 1.49 3.54
C 0.59 1.15 2.81
C 1.69 -3.78 -3.43
C 1.69 2.55 4.44
C -0.96 -1.06 1.67
H 1.28 -1.95 -0.61
H 0.47 4.06 5.34
H -3.46 -2.11 3.70
H 2.37 -3.02 -5.37
H -4.51 2.92 0.06
H -0.42 -1.17 -6.16
H -3.10 -2.57 -0.55
H -1.34 -0.86 3.79
H -0.32 5.24 -0.08
H 5.22 -1.91 1.24
H 1.16 -4.72 -3.27
H -4.24 2.69 -1.67
H 2.57 2.81 5.01
H 0.80 -3.84 -5.44
H -2.63 5.18 -0.64
H 1.32 -1.26 -6.45
H -1.50 1.59 2.45
H -2.99 4.52 0.96
H 1.23 2.08 -0.88
H 2.65 0.92 3.42
H -2.23 1.85 -2.88
H 2.75 -3.93 -3.21
H 2.76 -3.95 4.10
H -1.33 -0.13 -4.21
H 4.93 -3.68 2.94
H -1.56 3.44 4.08
H -0.68 4.56 1.51
H 3.34 -0.42 0.67
H -2.70 0.25 -2.29
H 1.42 3.84 -0.86
H 0.70 0.02 -5.42
H 0.88 -2.46 3.56
H 1.85 -3.52 -0.77
H -3.78 1.41 -0.51
H -4.32 -2.99 1.57
H -0.13 1.08 -3.71
H 1.61 2.92 0.64
H 0.08 -3.34 -0.82
*
```

=====

The following is a quantum chemistry calculation of C30H38N10O2S4Zn as an isolated structure, from the OMol25 dataset.

* energy relative to the best compared isomer or geometry (same formula, charge and spin): 24.86 kJ/mol
* E_HOMO: -0.4634 hartree

The geometry in ORCA input format:
```
! wB97M-V def2-TZVPD RIJCOSX def2/J DEFGRID3
* xyz 2 1
Zn 0.97 0.38 0.97
S 0.02 0.79 -2.03
S 1.89 -1.61 -0.79
S -3.39 -1.10 1.47
S 2.18 -2.72 4.15
O 1.57 1.40 2.64
O 2.79 3.13 3.38
N 3.78 -1.35 2.46
N -0.60 -1.07 -3.80
N 1.00 2.51 0.34
N 1.46 -1.26 2.19
N 5.06 6.40 1.62
N 0.29 -3.15 -2.19
N -2.48 0.87 -0.13
N 2.94 6.34 2.53
N -0.97 -0.32 1.24
N 4.38 4.61 2.94
C 0.69 -1.92 -1.90
C -1.54 -5.81 1.71
C -0.98 -1.37 2.18
C -3.55 0.22 -5.61
C -4.94 0.19 -5.51
C -1.84 -6.19 0.40
C -2.76 -0.13 -4.53
C -5.54 -0.20 -4.33
C 0.30 -1.77 2.78
C 0.71 5.25 3.05
C -4.76 -0.55 -3.23
C 1.99 5.91 3.56
C -0.86 -3.35 -3.08
C 0.50 -2.57 3.84
C -2.18 -0.09 0.78
C 2.02 2.58 2.58
C -0.45 -4.98 1.95
C 4.13 5.78 2.37
C -3.37 -0.50 -3.33
C 0.02 -4.88 -0.42
C 2.52 -1.67 2.82
C -2.19 -1.90 2.41
C -0.01 -0.76 -2.65
C 0.68 4.58 1.67
C 0.86 -4.36 -1.56
C -0.71 -2.45 -4.27
C 0.32 -4.51 0.89
C -1.06 -5.73 -0.65
C -1.25 -0.08 -4.66
C 1.62 3.39 1.36
H 0.82 5.32 0.88
H -6.62 -0.25 -4.25
H -2.67 -6.86 0.21
H 1.74 6.79 4.15
H -2.76 -0.77 -2.47
H -1.59 -2.52 -4.90
H -2.13 -6.18 2.53
H 1.32 2.71 -0.59
H 0.96 -5.11 -2.35
H -0.87 -4.39 -3.40
H -0.19 -4.71 2.96
H -5.23 -0.86 -2.31
H 2.76 7.21 2.04
H -0.01 2.67 0.34
H -0.35 4.22 1.58
H 4.96 7.37 1.37
H 2.51 5.23 4.21
H 3.61 4.02 3.29
H 0.17 -2.71 -4.86
H 5.98 6.00 1.52
H 4.56 -1.63 3.03
H -0.23 -3.05 4.47
H -1.79 -3.15 -2.55
H -3.40 0.89 -0.52
H -1.74 1.15 -0.76
H 1.85 -4.10 -1.20
H 3.93 -0.63 1.78
H 0.43 4.52 3.82
H -3.09 0.51 -6.55
H -0.87 0.91 -4.41
H -0.96 -0.30 -5.69
H -0.10 5.99 3.03
H -2.46 -2.72 3.06
H -5.55 0.46 -6.37
H 1.17 -3.86 1.08
H 2.56 3.75 0.95
H 5.31 4.22 2.90
H -1.28 -6.07 -1.66
*
```

=====

no.,E (eV),strongest force on any atom (Eh/bohr),M (g/mol)
1,-40641.845,0.0332,481.668
2,-64909.079,0.0131,743.044
3,-63136.445,0.0107,763.196
4,-133885.372,0.1058,757.528
5,-51786.719,0.0109,609.590
6,-142473.653,0.0904,764.360